133
Properties=species:S:1:pos:R:3:mulliken_charge:R:1 method="wB97M-V/def2-TZVPD" multiplicity=1 charge=+1
H 3.75924 1.43534 -0.61790 0.62
H 2.58751 -5.14613 0.58043 0.84
H 1.09964 1.24957 -0.08379 -0.11
C 7.84168 1.62796 3.30566 -0.64
O 5.31568 4.25521 2.83529 -0.17
H -3.13181 -1.46912 2.30681 0.35
H 4.70037 4.93003 4.70669 0.45
C 3.59643 -3.33796 -1.46558 0.56
H 1.16691 3.51810 0.48727 0.41
C -0.06479 -5.38025 -0.60879 -1.02
C -8.74856 -1.12053 -3.64561 -0.22
C 7.63181 2.85331 4.17775 -0.31
H -6.88182 -3.08566 -0.52945 0.36
H -9.70302 -0.71825 -3.99472 0.42
O 0.94186 -1.54818 0.41477 -0.15
F 2.67695 -4.29808 -1.68643 -0.22
H 2.82369 2.93691 0.71273 0.40
H -8.40025 -2.17119 -0.38846 0.37
H -8.50378 -3.99871 -2.02827 0.42
H 7.32449 1.61895 0.06537 0.21
H 4.65282 -0.85351 -0.07243 0.54
H 2.79478 -4.80619 2.28160 0.26
C -5.90362 -2.51580 -5.36709 -0.83
H -1.77786 5.59201 -1.25123 0.27
H 0.25058 -4.41836 -1.02876 0.08
H -6.64494 -0.29331 0.52310 0.41
H -5.63351 3.33218 2.18857 0.33
F 3.68229 -2.68314 -2.62751 -0.33
C 2.06142 3.16823 -0.03751 -1.52
N 2.86282 -0.31524 -1.24909 0.60
H 2.38760 3.93737 -0.74057 0.36
C -7.10700 -0.13355 -0.45698 -0.83
O 7.11021 1.70782 2.08572 -0.16
H -7.32934 3.14056 0.83095 0.25
C -7.33990 4.23236 0.73589 -0.69
C 3.03595 -2.47210 -0.32802 1.60
H 8.12058 2.65368 5.13470 0.41
C -7.55157 -2.38571 -1.04571 -0.60
O -3.81473 5.24382 -1.48924 -0.29
O 8.23582 4.04746 3.69819 -0.47
C 0.38715 -5.50250 0.84155 0.48
H 8.91154 1.49696 3.11657 0.40
C 4.29498 4.53939 3.76876 -0.91
F 7.86597 -1.87995 -1.82364 -0.28
H 8.85110 1.72292 0.95045 0.45
C 6.21950 -3.26194 -0.99301 0.58
H 6.57560 3.00843 4.40003 0.07
Cl 3.38889 1.62454 -2.96205 -0.12
H -5.10556 4.99688 2.52340 0.41
C 0.56490 -4.47393 2.97672 -0.72
H -6.56981 -3.34977 -5.60854 0.38
C 7.85038 1.28069 0.95952 -0.89
H 4.14179 -3.24208 1.32078 0.64
F 6.58347 -2.69574 -3.29517 -0.26
O 0.33734 -6.56505 1.33608 -0.51
H -7.80977 4.48505 -0.21419 0.24
H -0.92336 -1.07552 -0.48809 0.58
H -4.23322 1.93674 -1.40584 0.44
H -2.77323 0.09632 1.58452 0.26
C -2.58327 -0.97597 1.49905 -1.31
C 4.92708 -4.09356 -1.22258 0.41
H -2.85708 6.97798 -1.04872 0.25
H -5.02864 -2.92074 -4.85736 0.22
C -0.46109 -1.71186 0.28225 -0.32
F 4.84555 -4.97258 -0.23191 -0.26
H -7.82947 -0.31288 -5.40157 0.38
H -7.23183 -3.28699 -2.99215 0.10
H -8.18858 -0.00225 -0.34772 0.44
O -6.02693 4.75808 0.72274 -0.30
H 0.30030 -6.22071 -1.19827 0.33
C 3.58047 -1.02258 -0.17700 -2.51
O -9.08309 -2.33875 -2.99294 -0.46
H -7.92296 4.67261 1.54992 0.33
C 2.37252 -4.40136 1.34899 -1.67
H -1.57829 -4.05991 2.57142 0.29
N 1.65233 -2.09638 -0.68097 0.70
H 0.13646 -1.21246 -2.73427 0.36
O -6.80493 -1.20860 -1.32254 -0.25
H -0.59007 -0.28019 1.81819 0.35
H -1.24246 -5.69435 3.13391 0.42
C -5.19484 4.23122 1.74245 -0.63
H 1.05494 2.14578 -1.66210 0.26
C 6.61478 -2.22193 -2.07922 0.55
H -8.34063 -0.39307 -2.94302 0.01
C 3.07837 -3.04475 1.12444 -1.88
H 6.06725 5.88179 1.85390 0.37
H 7.70771 3.98818 1.68594 0.03
C 1.65813 1.87886 -0.78853 0.32
H -8.27696 -2.03101 -5.52838 0.36
H 6.30853 5.91027 3.61682 0.38
H 7.47518 0.74753 3.84824 0.36
F 7.21303 -4.14360 -0.96918 -0.30
H -3.98855 3.77875 -2.89435 0.42
C -3.59362 3.89944 -1.87741 -0.52
H -5.57741 -2.02082 -6.28826 0.32
O -3.73966 2.79220 0.33963 -0.28
C 6.30727 5.26756 2.73077 -0.60
C -3.80714 3.90998 1.22135 -0.31
H -0.78227 -1.89617 2.45131 0.17
H 3.57984 5.25107 3.34180 0.30
H 0.92896 -3.58142 3.50080 0.44
N 0.89530 -4.34373 1.54544 0.81
H -1.16090 -5.37563 -0.65834 0.35
N 0.84734 -0.57483 -2.39717 0.03
H 2.80019 -2.29460 1.86077 1.00
C -0.94350 -4.65041 3.24228 -1.40
C -1.06463 -1.25414 1.61688 -0.24
F 5.14508 -4.82601 -2.31386 -0.32
H 8.36770 5.48573 2.31019 0.41
F 6.25697 -2.66935 0.20301 -0.23
H -6.69910 0.77645 -0.89862 0.10
H -5.37623 3.16076 -0.89373 -0.09
F 5.89532 -1.10716 -2.03074 -0.14
H -3.19393 3.63061 2.08300 0.40
O -6.52144 -1.59291 -4.49713 -0.22
H 0.89080 0.33540 -2.84332 0.27
H -0.77693 -2.74342 0.10453 0.05
H -2.97862 -1.34647 0.54622 0.34
C 1.71840 -0.92650 -1.51637 -0.84
H -2.54261 6.35708 -2.68236 0.32
C 7.68612 4.66349 2.54228 -0.26
H -2.52242 3.66353 -1.88736 0.19
C -7.85654 -1.26901 -4.86418 -0.57
C 2.93124 1.15020 -1.26996 -0.63
H 3.18434 -0.53789 0.72904 0.81
C -4.31248 2.93122 -0.95585 -0.11
H -1.12182 -4.32387 4.27166 0.38
H 7.92552 0.18780 0.93826 0.33
H 1.05707 -5.34492 3.43647 0.43
C -8.05303 -3.04534 -2.31644 -0.30
C -2.68404 6.07535 -1.63374 -0.73
H 3.77819 3.60397 3.98672 0.22
H -3.33269 4.78687 0.78080 0.11

=====

64
Properties=species:S:1:pos:R:3:mulliken_charge:R:1 method="wB97M-V/def2-TZVPD" multiplicity=1 de_lowest_kj_mol=0.0 charge=-2
C -24.15794 -2.23998 17.80695 -0.29
As -21.76271 -7.98351 21.31056 2.05
C -21.45728 -5.71706 12.17347 -0.62
H -23.97119 -5.57804 18.23583 0.41
O -20.14956 -9.45048 14.63940 -0.60
As -16.40367 -7.47326 16.52164 2.02
F -18.85936 -2.71929 18.60672 -0.40
F -22.90195 -9.05295 20.53783 -0.52
H -14.90822 -2.88629 17.73644 0.41
N -22.74580 -3.88465 16.65810 1.21
C -25.22402 -4.24317 19.39025 -0.59
C -20.56110 -8.36209 12.17303 -0.55
F -21.15675 -2.63950 19.38007 -0.47
O -22.33917 -5.02885 16.65009 -0.64
H -16.79620 -4.49612 17.25801 0.32
C -15.64783 -2.66977 16.98019 -0.89
F -22.62076 -8.17491 22.81076 -0.54
C -16.70688 -3.53564 16.77017 0.28
H -21.00058 -5.74279 14.27636 0.34
N -20.24251 -8.23793 14.62659 0.78
H -21.76617 -4.68086 12.14682 0.41
C -17.58858 -2.08086 15.06000 -0.62
C -17.67405 -3.21869 15.84248 0.09
C -24.31223 -4.56683 18.40206 -0.07
H -23.68467 -1.44523 17.24741 0.42
F -20.43802 -3.73067 21.48416 -0.48
H -16.32019 -0.40894 14.55607 0.36
As -19.66154 -3.19527 20.05573 2.03
F -20.77054 -9.34528 21.70745 -0.52
F -17.61585 -6.87548 17.61638 -0.58
F -20.95005 -7.83196 19.76981 -0.59
N -18.74988 -4.15679 15.57897 0.88
H -20.98134 -8.34109 10.08506 0.34
F -17.55742 -8.50030 15.73027 -0.50
F -15.18514 -8.07267 15.42830 -0.54
C -21.00171 -6.29440 13.34651 0.06
F -18.16723 -3.79056 20.68376 -0.53
C -23.82521 -3.56013 17.57918 -0.13
H -21.76158 -5.97806 10.07333 0.37
C -15.50714 -1.56570 16.14723 -0.48
O -20.17754 -7.51059 15.59673 -0.28
F -20.62807 -6.94678 22.05743 -0.47
C -25.69792 -2.94413 19.51955 -0.40
O -22.31242 -2.99661 15.95430 -0.65
O -19.07094 -4.88211 16.50001 0.27
H -25.54746 -0.93244 18.75619 0.36
F -16.79699 -6.21437 15.38457 -0.50
C -25.15206 -1.93946 18.71853 -0.45
C -16.49301 -1.25106 15.21528 -0.39
H -25.67716 -5.02842 19.98168 0.38
H -26.57107 -2.74184 20.12591 0.36
C -21.43389 -6.44930 10.99163 -0.40
Cu -20.18333 -6.31532 17.79263 0.79
H -18.29126 -1.87663 14.26402 0.41
F -20.00398 -4.77818 19.31947 -0.41
O -19.26180 -4.17049 14.47821 -0.63
F -16.01169 -8.72683 17.63641 -0.51
C -20.57321 -7.60945 13.33321 0.01
F -15.23664 -6.42404 17.22434 -0.50
H -14.65325 -0.92172 16.32604 0.35
F -19.40139 -1.64757 20.78028 -0.53
F -22.76463 -6.64574 20.87887 -0.47
H -20.17081 -9.36789 12.13299 0.46
C -21.03432 -7.78006 11.01014 -0.43

=====

22
Properties=species:S:1:pos:R:3:mulliken_charge:R:1 method="wB97M-V/def2-TZVPD" multiplicity=1 de_lowest_kj_mol=133.3 charge=-1
N -0.40533 -1.05348 -0.11755 -0.47
H 3.35957 -1.78956 -1.37289 0.29
H -2.19207 1.61578 -0.94228 0.27
H -3.18357 0.31509 1.06729 0.33
H 1.95184 -2.88371 0.24474 0.16
C 1.79291 1.03166 -0.11177 0.43
O -2.16859 -0.72924 -1.38834 -0.53
C 0.73830 -0.89472 0.77599 0.41
C -2.45173 1.06678 1.20700 -1.07
H -1.74709 0.99566 2.07982 0.27
H -2.98733 2.12361 1.47315 0.25
H 0.40402 -1.31478 1.75067 0.19
C 2.39692 0.19564 -1.08310 -1.04
C -1.62290 1.17304 -0.03467 -0.12
C 2.57870 -1.20220 -0.79428 0.21
O 1.63389 2.27730 -0.17868 -0.76
H -0.69749 1.79926 -0.06466 0.15
C -1.28413 -0.25950 -0.50625 0.52
C 1.87733 -1.74494 0.19946 -0.87
H 2.93823 0.66110 -1.86961 0.41
O 1.13019 0.34374 0.98092 -0.37
H -2.06168 -1.72652 -1.31496 0.36

=====

13
Properties=species:S:1:pos:R:3:mulliken_charge:R:1 method="wB97M-V/def2-TZVPD" smiles="CC(=O)O.CI" multiplicity=1 de_lowest_kj_mol=0.0 charge=0
H -1.93513 -0.10561 1.87373 0.32
H -5.84527 1.06481 2.15109 0.26
I -4.09252 2.85240 3.15797 0.01
C -1.22004 -2.71933 0.17039 -0.89
C -5.58043 2.09740 1.86782 -0.84
O -3.16282 -1.28736 0.36581 -0.55
O -1.32341 -0.83910 1.59124 -0.45
H -0.30319 -2.35461 -0.32254 0.27
H -0.93184 -3.38785 0.99902 0.27
H -1.80627 -3.29943 -0.56202 0.29
C -2.02920 -1.56716 0.68630 0.72
H -6.48833 2.72129 1.92335 0.31
H -5.21868 2.09457 0.82584 0.26

=====

12
Properties=species:S:1:pos:R:3:mulliken_charge:R:1 method="wB97M-V/def2-TZVPD" smiles="O=C1[C@H](S)CN1O" multiplicity=1 de_lowest_kj_mol=246.2 charge=0
C -0.33387 -0.17559 1.12031 0.11
H 0.36099 -0.26703 -1.78203 0.24
H -1.96661 1.89297 -1.54987 0.14
H -0.13826 1.81964 0.31337 0.34
O -0.66504 -0.30847 2.25167 -0.58
C -0.48697 0.84035 0.00045 0.04
N 0.50175 -0.89053 0.36703 0.18
H 1.10450 -2.55526 0.68396 0.35
H 1.64255 0.49941 -0.72502 0.25
O 1.53273 -1.73619 0.79221 -0.37
C 0.60839 0.05790 -0.75108 -0.48
S -2.16015 0.82281 -0.72099 -0.23

=====

49
Properties=species:S:1:pos:R:3:mulliken_charge:R:1 method="wB97M-V/def2-TZVPD" multiplicity=1 charge=+1
H 0.33481 -3.22682 2.94994 0.27
O -0.52086 2.45500 1.33553 -0.75
H -3.67342 2.42795 0.37555 0.35
H -1.44352 -3.28303 -1.88794 0.38
N 2.11010 1.92042 -0.47572 -0.41
H 1.07082 5.18989 -0.87005 0.39
H 0.44876 3.10745 -0.04690 -0.08
H 2.68547 1.59407 -1.25207 0.36
H 2.52276 4.51467 -0.17030 0.42
C 1.77130 4.36181 -0.94977 -1.69
Al 0.96792 0.25970 0.53526 1.02
H -0.14091 -1.20706 -1.74735 0.19
C -1.63558 1.97303 1.00596 0.81
O -0.57226 -1.79205 1.74940 -0.01
O 2.81270 -1.34922 1.91650 -0.68
C -1.29805 -2.57944 0.90942 -1.00
O -0.04109 1.35133 -1.91065 -0.13
C -2.90117 2.77833 1.06046 -1.25
O 1.91020 -2.67055 0.42943 -0.67
C -1.09945 0.96303 -2.79690 -0.48
O -1.62445 0.76402 0.59710 -0.56
H -0.31906 3.37923 -2.33301 0.46
C 0.43789 2.60781 -2.15420 -0.93
H -2.98005 -3.02071 -1.14675 0.40
H 2.36475 4.48813 -1.86307 0.39
H -1.35786 -0.08350 -2.72355 -0.15
H -2.27360 -2.92336 1.26816 0.57
C -2.08582 -2.49370 -1.48458 -1.37
N 0.02148 -1.39512 -0.75614 -0.32
H -2.75734 3.78898 0.67975 0.38
H 3.91973 -4.20312 1.64834 0.35
H 1.10178 2.65494 -3.02727 0.42
H 0.12741 -1.65518 3.68535 0.27
C -1.39737 -1.74921 -0.34855 0.71
H 2.31675 -4.48395 2.23311 0.32
C 1.14798 2.96918 -0.87161 0.85
C 3.09987 -3.73211 2.19379 -1.14
H 0.58921 -2.23964 -0.89526 0.49
H -0.74829 -3.48626 0.60637 0.39
H -1.29819 -2.71209 3.45588 0.35
H -0.79850 1.11864 -3.83634 0.37
H -1.92728 1.61672 -2.51972 0.36
H -2.36829 -1.86711 -2.33176 0.38
H -1.74862 -0.73538 -0.15117 -0.02
H -3.31444 2.74695 2.06565 0.33
H 2.80155 2.23616 0.20010 0.40
C -0.35102 -2.37948 3.03063 -0.94
H 3.48792 -3.48838 3.17862 0.34
C 2.62533 -2.51096 1.44033 0.87

=====

Which E_HOMO belongs to each record? In order, -10.62; -4.72; -2.51; -9.56; -9.66; -12.24 eV.
Which DFT total energy belongs to each record? In order, -104969.6252; -311741.4307; -16089.9904; -15420.4841; -19609.9592; -34753.3245 eV.